[1]
{
  "formula": "C8H9FN2O2",
  "method": "wB97M-V/def2-TZVPD",
  "multiplicity": 1,
  "smiles": "CN1/C=C/C(F)=C\\N=C\\OCC1=O",
  "mol_weight_g_mol": 184.2,
  "relative_energy_kcal_mol": 64.70,
  "total_energy_ha": -669.9757,
  "lumo_ev": -0.46,
  "orbital_gap_ev": 8.41,
  "total_charge": 0,
  "species": ["C", "N", "C", "C", "C", "F", "C", "N", "C", "O", "C", "C", "O", "H", "H", "H", "H", "H", "H", "H", "H", "H"],
  "positions_angstrom": [[1.58, -2.01, 0.31], [1.05, -0.64, 0.09], [-0.28, -0.49, -0.31], [-1.41, -1.13, 0.29], [-2.59, -0.53, 0.02], [-3.74, -1.29, 0.17], [-2.81, 0.85, -0.12], [-1.89, 1.76, 0.09], [-0.64, 1.54, -0.32], [0.38, 2.20, 0.33], [1.68, 1.79, -0.13], [2.00, 0.33, 0.13], [3.16, 0.06, 0.40], [2.37, -2.09, -0.36], [2.09, -2.25, 1.28], [0.75, -2.73, 0.22], [-0.20, -0.59, -1.38], [-1.37, -1.76, 1.14], [-3.72, 1.12, 0.21], [-0.55, 1.55, -1.40], [2.32, 2.33, 0.52], [1.81, 1.97, -1.18]],
  "nbo_charge": [-0.418, -0.452, -0.084, -0.257, 0.329, -0.336, 0.000, -0.392, 0.332, -0.495, -0.150, 0.642, -0.623, 0.220, 0.221, 0.205, 0.200, 0.235, 0.209, 0.184, 0.236, 0.192]
}

---

[2]
{
  "formula": "C3H3Cl2O3",
  "method": "wB97M-V/def2-TZVPD",
  "multiplicity": 1,
  "smiles": "C=C(O)OC([O-])(Cl)Cl",
  "mol_weight_g_mol": 158.0,
  "relative_energy_kcal_mol": 37.32,
  "total_energy_ha": -1262.2721,
  "lumo_ev": 3.54,
  "orbital_gap_ev": 8.10,
  "total_charge": -1,
  "species": ["C", "C", "O", "O", "C", "O", "Cl", "Cl", "H", "H", "H"],
  "positions_angstrom": [[-1.95, -0.52, -0.75], [-0.86, -0.14, -0.02], [-0.91, -0.04, 1.36], [0.36, 0.17, -0.58], [1.61, 0.43, 0.16], [1.57, 0.72, 1.33], [2.30, -1.47, -0.12], [2.61, 1.38, -0.93], [-1.86, -0.40, -1.80], [-2.93, -0.48, -0.32], [0.07, 0.35, 1.67]],
  "nbo_charge": [-0.684, 0.655, -0.750, -0.579, 0.652, -0.718, -0.416, -0.073, 0.198, 0.201, 0.514]
}